# 1
C34H37AlB2ClF5IMgNO14PS | the ωB97M-V functional and the def2-TZVPD basis

```
99
Properties=species:S:1:pos:R:3:forces:R:3:lowdin_charge:R:1
C 0.8653 -3.1920 -3.3485 -0.2 -0.9 -0.1 -0.078
C 0.7216 -4.6268 -2.8167 0.5 0.1 0.0 -0.218
C 1.6758 -4.9731 -1.6351 -0.5 0.0 0.0 -0.178
C 1.9298 -3.8204 -0.6922 0.2 -0.4 -0.3 -0.219
C 0.9057 -3.4694 0.1862 0.8 -1.2 -0.9 -0.367
S -0.6438 -4.2999 0.2913 -2.6 -1.2 0.2 1.364
C 1.0660 -2.4156 1.0552 -0.6 0.7 0.3 -0.102
C 2.2335 -1.7042 1.1274 0.5 0.5 -0.1 0.014
C 3.3028 -2.0082 0.2687 0.0 -0.6 0.3 -0.095
C 4.5586 -1.1890 0.3318 -0.4 0.5 -0.2 -0.119
C 4.2663 0.1345 -0.4347 0.2 -0.5 -0.4 -0.303
C 5.5383 0.8016 -0.9507 -0.7 0.5 0.0 -0.631
I 5.0712 2.8329 -1.5073 0.2 -0.2 0.0 0.833
C 3.1239 -3.0770 -0.6520 0.4 0.3 0.5 -0.190
P 4.3952 -3.5822 -1.8908 -1.0 -0.4 -1.1 1.021
C 5.7603 -4.5415 -0.9722 -0.6 1.6 -0.6 -0.541
O 5.0129 -2.1447 -2.4774 0.4 -1.1 0.6 -0.319
C 2.2307 -0.6029 2.1924 -0.2 -0.2 -0.3 -0.236
O 3.1648 -0.4106 2.9182 0.2 0.3 0.0 0.190
C 0.9341 0.1485 2.2791 -0.3 -0.4 -0.3 -0.011
C 0.8856 1.5131 2.4817 0.4 0.6 -0.3 0.066
B 2.2178 2.3765 2.6819 -0.3 -0.2 0.6 -0.619
O 3.1467 2.4617 1.7027 0.0 -0.3 0.4 0.177
O 2.3696 3.0072 3.9080 0.4 -0.5 -0.4 0.176
C -0.3703 2.1485 2.5144 0.2 -0.4 0.2 -0.081
C -0.4140 3.6486 2.7007 -0.6 -0.5 -0.7 0.008
C -0.0776 4.4043 1.4304 0.7 1.0 1.1 -0.414
O 0.4224 5.4698 1.4254 -0.1 -0.2 -0.6 0.219
F -0.4468 3.8023 0.2543 -0.3 -0.2 0.2 0.054
C -1.5349 1.4131 2.3427 -1.0 -0.1 0.0 0.029
B -2.9535 2.1508 2.3330 0.3 -0.5 -0.1 -0.450
O -3.5047 2.4265 3.5338 0.1 0.7 -0.7 0.226
C -3.6224 2.5329 0.9351 -0.1 1.0 -0.1 -0.116
C -4.1461 4.0008 0.9237 0.0 -0.9 1.1 -0.140
C -1.5050 0.0227 2.1676 0.7 -0.3 0.4 -0.039
C -2.7826 -0.7647 1.9822 -0.2 0.4 -0.6 -0.083
O -3.6407 -0.7220 3.1172 0.2 -0.2 -0.3 0.078
C -3.4953 -1.7691 3.9714 -0.7 0.6 1.1 -0.716
F -4.3522 -1.5885 4.9611 -0.1 0.0 -0.1 0.210
F -3.7700 -2.9398 3.4022 0.5 -0.1 -0.3 0.189
F -2.2694 -1.7933 4.5104 0.3 -0.3 -0.3 0.182
C -0.2530 -0.5960 2.1424 0.0 -0.4 0.1 -0.001
C -0.0661 -2.0586 1.9328 0.4 1.2 0.5 -0.258
O -0.7308 -2.9482 2.4333 -0.7 -0.7 -1.2 0.112
H 0.4033 -3.1634 -4.3343 -0.1 0.3 0.1 0.087
H 1.9205 -2.9563 -3.4965 0.0 0.3 0.1 0.058
H 0.3617 -2.4941 -2.6791 0.2 0.3 -0.1 0.073
H -0.2996 -4.8668 -2.5201 0.0 0.2 -0.2 0.071
H 0.9742 -5.3132 -3.6258 -0.1 -0.1 0.1 0.122
H 2.5966 -5.3954 -2.0274 0.0 0.0 0.1 0.081
H 1.1754 -5.7518 -1.0385 0.3 -0.1 -0.1 0.116
H -0.4048 -5.2019 1.2823 0.1 -0.3 -0.5 0.050
H 5.3944 -1.7004 -0.1379 0.0 -0.1 0.1 0.084
H 4.8061 -0.9729 1.3686 0.1 -0.1 0.0 0.128
H 3.6498 0.8058 0.1599 0.2 0.0 0.2 0.066
H 3.6683 -0.1221 -1.3147 0.0 0.1 0.0 0.108
H 5.8361 0.3391 -1.8867 0.3 -0.1 0.1 0.018
H 6.3436 0.8559 -0.2243 0.0 -0.1 0.0 0.053
H 6.5291 -4.8744 -1.7093 -0.8 -0.8 0.0 -0.069
H 6.2610 -3.9143 -0.1810 -0.4 -0.1 0.1 -0.028
H 5.2964 -5.4355 -0.5731 -0.1 0.1 0.1 0.042
H 5.9975 -2.1909 -2.3992 -0.2 1.1 0.0 -0.069
H 3.9672 2.7557 2.1276 0.1 0.4 -0.4 0.140
H 2.7351 2.3650 4.5330 -0.1 0.3 0.4 0.135
H -1.4180 4.0014 2.9615 0.0 -0.2 0.1 0.138
H 0.2255 3.9870 3.5126 0.2 0.1 -0.2 0.146
H -4.2287 3.0579 3.4180 -0.3 -0.3 0.5 0.129
H -2.8640 2.4080 0.1486 -0.1 -0.3 0.0 0.069
H -4.4804 1.8853 0.7363 0.2 -0.2 -0.2 0.121
H -3.9339 4.5345 -0.0286 -0.6 0.1 1.3 -0.196
H -5.2256 4.0734 1.0669 0.3 0.0 -0.3 0.064
H -3.6899 4.5600 1.7453 0.1 0.5 -0.4 0.100
H -2.6093 -1.7825 1.6412 0.0 -0.1 0.2 0.125
H -3.3416 -0.2907 1.1705 -0.1 0.0 0.1 0.142
Cl 7.4947 -5.4413 0.5143 1.1 0.1 0.0 0.100
C -7.3950 7.0100 -0.6523 0.1 -0.2 0.1 0.060
C -8.3834 7.8424 -1.0332 0.4 0.1 -0.1 -0.222
C -9.8150 7.6103 -0.6142 -0.3 -0.3 0.3 -0.299
O -10.6489 8.4081 -0.9772 0.2 0.2 -0.2 0.153
C -10.1079 6.4388 0.1975 0.0 0.1 0.0 0.095
C -9.1185 5.6171 0.5673 -0.3 0.0 0.1 -0.231
C -7.6920 5.8671 0.1692 0.1 0.2 -0.1 -0.298
O -6.8292 5.0777 0.5609 -0.4 0.0 -0.1 0.024
O -9.3367 4.5316 1.3083 0.3 0.0 -0.1 0.122
O -8.1678 8.8983 -1.7836 -0.3 0.0 0.1 0.151
H -6.3663 7.1696 -0.9441 0.0 0.1 0.0 0.123
H -11.1373 6.2692 0.4802 0.0 0.0 0.0 0.148
H -8.4709 4.1109 1.4412 0.0 -0.1 0.1 0.112
H -9.0389 9.3293 -1.9120 0.0 0.1 0.0 0.140
Mg 7.5666 -3.4822 -2.4542 1.2 -0.9 0.0 1.191
C 7.1334 -7.2461 -6.4940 -0.1 -0.3 0.1 0.075
N 7.6277 -6.1084 -5.6701 0.1 0.0 -0.2 -0.435
O 7.3127 -6.0778 -4.4814 -0.2 0.4 0.5 -0.007
O 8.3104 -5.2799 -6.2094 0.0 0.2 0.1 0.106
H 6.5403 -7.8974 -5.8637 0.0 0.0 0.1 0.101
H 6.5364 -6.8261 -7.2981 0.1 0.1 -0.1 0.113
H 8.0044 -7.7653 -6.8835 0.0 0.1 -0.1 0.117
F -1.7486 -5.9264 -1.0903 2.1 2.1 1.7 -0.312
Al -3.1359 4.6099 -1.6342 0.6 0.0 -1.1 1.148
```
Positions in Å, forces in eV/Å.

As for the total charge: +3. As for the spin multiplicity: 1. As for the highest occupied orbital energy: -14.21 eV. The frontier orbital gap is 2.26 eV. The value obtained for the largest force on an atom is 3.454 eV/A. The calculation puts the energy at -133708.866 eV.



# 2
C3H8O2 | the ωB97M-V functional and the def2-TZVPD basis

```
13
Properties=species:S:1:pos:R:3:forces:R:3:lowdin_charge:R:1
C 1.1703 -0.8849 -1.2127 0.1 -0.2 -0.2 -0.087
C 0.1588 -0.1956 0.9823 -0.2 0.4 0.1 -0.019
O 0.5994 0.3156 -0.6651 0.2 0.1 0.2 -0.168
C -1.3014 0.0689 0.9282 0.0 -0.4 0.2 -0.368
O -1.7633 1.4184 0.8225 0.1 0.2 -0.3 -0.093
H 0.3478 -1.5951 -1.2653 0.1 0.1 -0.1 0.094
H 1.9199 -1.2827 -0.5273 -0.1 0.1 -0.2 0.086
H 1.5720 -0.6656 -2.2037 0.0 -0.1 0.0 0.090
H 0.6321 0.6742 1.4713 -0.1 -0.1 0.0 0.041
H 1.2822 0.9987 -0.5930 -0.1 -0.2 0.0 0.137
H -1.7873 -0.5529 0.1574 0.1 0.1 0.1 0.106
H -1.6619 -0.3010 1.8972 0.0 0.0 -0.1 0.115
H -1.4827 1.7307 -0.0473 -0.1 0.0 0.2 0.067
```
Positions in Å, forces in eV/Å.

As for the total charge: 0. As for the spin multiplicity: 1. As for the highest occupied orbital energy: -7.73 eV. The frontier orbital gap is 8.11 eV. The value obtained for the largest force on an atom is 0.468 eV/A. The calculation puts the energy at -7331.266 eV.



# 3
C31H26CuN2P2 | the ωB97M-V functional and the def2-TZVPD basis

```
62
Properties=species:S:1:pos:R:3:forces:R:3:lowdin_charge:R:1
Cu -15.7876 -4.2785 8.1288 0.4 -0.1 -0.2 0.151
C -13.8776 -2.2012 9.8336 -1.0 -2.0 0.7 -0.291
P -12.2647 -3.1990 10.0353 -0.5 0.4 0.6 1.085
C -11.0847 -2.0251 10.8754 0.5 -0.3 0.2 -0.387
C -9.8060 -2.5045 11.2246 -0.7 1.0 0.1 -0.100
C -8.9495 -1.7318 11.9984 0.9 -1.4 -0.6 -0.116
C -9.2563 -0.4466 12.3354 1.1 1.2 0.9 -0.136
C -10.4595 0.0767 11.9386 -1.3 0.8 0.4 -0.100
C -11.3840 -0.7420 11.2922 -1.0 0.2 -0.1 -0.106
C -11.6565 -3.1075 8.3449 0.4 -1.2 -0.8 -0.411
C -10.8326 -2.1219 7.8470 -0.4 -1.5 -1.7 -0.087
C -10.4354 -2.1217 6.5150 -1.5 -0.9 -0.3 -0.073
C -10.8762 -3.1552 5.6737 0.9 0.5 0.6 -0.103
C -11.5621 -4.2430 6.2037 -0.1 0.0 -0.8 -0.099
C -11.9872 -4.1978 7.5215 -1.2 -0.5 0.7 -0.101
C -14.2621 -1.6931 8.5168 0.5 1.7 -1.1 -0.400
C -13.9440 -0.4727 7.8552 -1.2 -2.4 1.1 -0.053
C -14.6113 -0.5328 6.6130 0.3 -0.4 0.7 -0.073
C -15.1904 -1.7902 6.5710 0.1 0.3 -1.6 -0.472
C -15.6708 -2.5170 5.3521 0.2 -1.3 0.9 -0.273
P -16.9452 -3.7484 5.8445 0.1 -0.8 0.6 1.051
C -18.4571 -2.7897 6.2306 -0.8 -0.3 -0.7 -0.332
C -19.7507 -3.1316 5.7422 1.4 0.0 0.8 -0.074
C -20.8586 -2.4186 6.2260 -0.5 -1.3 -1.8 -0.127
C -20.7049 -1.3727 7.0852 0.1 1.3 1.0 -0.114
C -19.4082 -0.9773 7.4906 -0.8 -0.2 0.4 -0.078
C -18.3147 -1.7170 7.1178 0.1 -0.2 -0.7 -0.099
C -17.4057 -4.5830 4.2725 -0.7 -0.5 0.0 -0.370
C -17.7130 -5.9424 4.2571 0.3 -0.1 0.6 -0.108
C -18.1906 -6.6725 3.1858 1.1 1.1 0.8 -0.090
C -18.2946 -5.9740 2.0251 -1.7 0.0 -2.8 -0.118
C -18.1344 -4.5924 1.9405 0.8 -0.4 1.2 -0.078
C -17.6827 -3.9342 3.0888 -0.1 1.2 -1.5 -0.107
N -15.0228 -2.4621 7.7060 0.1 -1.1 0.8 -0.017
H -13.9472 -1.5187 10.6467 0.1 1.0 0.5 0.042
H -14.7291 -2.9115 10.0863 1.2 0.3 -0.1 0.064
H -9.5241 -3.4561 10.8649 0.4 -1.1 -0.1 0.086
H -7.9642 -2.1152 12.2913 -0.5 -0.1 -0.1 0.103
H -8.4932 0.1070 12.9340 -0.9 -0.2 -0.6 0.112
H -10.7803 1.0996 12.2071 0.4 -0.6 -0.1 0.107
H -12.4273 -0.4419 11.1451 0.6 0.5 -0.1 0.088
H -10.5362 -1.4195 8.5184 0.9 2.4 1.5 0.064
H -9.9859 -1.2802 6.0534 0.7 0.7 -0.1 0.083
H -10.5948 -3.1032 4.6225 -0.1 -0.2 0.2 0.093
H -11.7438 -5.0691 5.5021 -0.3 0.2 0.7 0.102
H -12.7008 -4.9433 7.9715 1.0 0.4 -0.7 0.094
H -13.3203 0.1822 8.3817 0.7 1.5 0.1 0.065
H -14.7655 0.2213 5.8915 0.3 0.7 -0.8 0.071
H -14.8726 -3.1115 4.8446 -0.3 0.4 0.4 0.101
H -16.0924 -1.8743 4.6554 -0.7 1.4 -1.5 0.050
H -19.8025 -3.9997 5.0660 -0.4 0.7 0.3 0.099
H -21.8565 -2.6454 5.7830 0.8 0.1 0.7 0.109
H -21.6253 -0.8705 7.4312 0.8 0.0 -0.1 0.102
H -19.1827 -0.1496 8.1566 -0.6 0.1 0.0 0.102
H -17.3208 -1.4280 7.4329 -0.1 0.0 0.2 0.089
H -17.5307 -6.5354 5.1021 0.3 -0.4 1.6 0.085
H -18.2952 -7.7255 3.3433 -0.3 -0.4 -0.4 0.102
H -18.6679 -6.4697 1.1141 0.3 0.0 0.4 0.104
H -18.2632 -4.0330 1.0187 -0.1 -0.3 0.1 0.100
H -17.5438 -2.8638 2.9539 0.1 0.0 0.5 0.107
N -14.7269 -6.5258 9.9987 -0.7 1.0 -0.8 -0.099
C -15.2344 -5.7111 9.3263 0.4 -0.8 0.5 -0.414
```
Positions in Å, forces in eV/Å.

As for the total charge: -1. As for the spin multiplicity: 1. As for the highest occupied orbital energy: -4.05 eV. The frontier orbital gap is 6.62 eV. The value obtained for the largest force on an atom is 3.311 eV/A. The calculation puts the energy at -98767.369 eV.